(1)
ORCA calculation (the ωB97M-V functional and the def2-TZVPD basis) on a molecular structure, C16H46CuO14.

Last column: Mulliken spin population.
Atoms and positions in Å:
Cu  0.23908  -0.24608  -1.00313  0.701
C  1.95074  -3.02754  -3.69864  -0.003
C  1.95076  -1.44898  -3.59014  -0.014
O  1.99607  -0.83843  -2.28409  0.150
H  2.99142  -3.32863  -3.57855  0.000
H  1.41545  -3.36637  -4.58564  0.000
H  1.45214  -3.53909  -2.87534  0.001
H  1.02677  -1.06333  -4.02097  0.008
H  2.73318  -0.95593  -4.16703  0.007
C  -2.72451  1.08452  -3.37241  0.000
C  -1.18237  1.32535  -3.52749  -0.025
O  -0.59674  1.45015  -2.29954  0.161
H  -2.94912  0.19368  -2.78584  0.000
H  -3.12664  0.71382  -4.31527  0.000
H  -3.37424  1.94373  -3.20597  0.000
H  -1.14272  2.14952  -4.23973  0.008
H  -0.77196  0.49132  -4.09675  0.013
C  4.66775  -0.18034  0.03536  0.001
C  4.86003  -1.66533  0.20348  0.000
O  3.71065  -2.48426  -0.13823  0.000
O  4.44642  0.16782  -1.36307  0.001
H  5.48516  0.47575  0.33453  0.000
H  3.70097  0.19716  0.36841  -0.001
H  5.06664  -1.82148  1.26227  0.000
H  5.67302  -2.01455  -0.43306  0.000
H  3.44905  -2.17964  -1.01022  -0.002
H  3.55860  0.02277  -1.69826  -0.002
C  2.03805  1.47691  4.99698  0.000
C  0.95166  1.73963  3.83311  0.000
O  1.62090  1.58348  2.53520  -0.001
O  1.62970  0.35617  5.73682  0.000
H  2.07661  2.19364  5.81729  0.000
H  3.03981  1.35535  4.58491  0.000
H  0.68871  2.77747  4.03770  0.000
H  -0.00484  1.21730  3.85297  0.000
H  2.55263  1.66977  2.74977  0.000
H  0.97188  0.52734  6.41474  0.000
C  -0.94580  -3.06915  -0.57037  -0.001
C  0.06283  -2.83770  0.64350  0.000
O  0.90269  -1.69338  0.35727  0.014
O  -1.35348  -1.83494  -1.02657  -0.019
H  -1.73932  -3.74925  -0.26072  0.000
H  -0.40727  -3.57468  -1.37195  0.002
H  0.71078  -3.66400  0.93586  0.001
H  -0.45401  -2.47383  1.53152  0.001
H  1.80836  -2.01053  0.38525  0.000
H  -2.12217  -1.86619  -1.60078  0.002
C  1.46082  3.73552  -0.59653  0.001
C  2.18462  2.38563  -0.80934  -0.009
O  1.47212  1.37576  -0.14351  -0.004
O  0.59811  3.95881  -1.66997  0.001
H  2.23283  4.50496  -0.60447  0.000
H  0.84793  3.67548  0.30283  0.000
H  3.16777  2.48590  -0.34949  0.000
H  2.29007  2.27637  -1.88871  0.002
H  1.36085  1.70710  0.75060  -0.004
H  0.19245  3.08919  -1.69840  -0.006
C  -2.05914  2.68210  0.78327  -0.001
C  -2.45387  1.23467  0.43979  -0.001
O  -1.41424  0.30504  0.50700  0.013
O  -1.58243  2.70608  2.13093  0.000
H  -2.94227  3.32100  0.78557  0.000
H  -1.26252  2.96378  0.09468  0.000
H  -2.83480  1.13753  -0.57685  0.001
H  -3.28877  0.81676  1.00228  0.001
H  -1.92807  -0.50585  0.50069  0.002
H  -1.02757  1.96948  2.39768  0.000
C  -4.89253  -1.57941  0.67359  0.000
C  -5.72140  -1.08214  1.89529  0.000
O  -5.96495  -2.05439  2.89776  0.000
O  -3.54587  -1.91465  1.05760  0.001
H  -4.92417  -0.77493  -0.06120  0.000
H  -5.28616  -2.45353  0.15487  0.000
H  -6.69447  -0.74230  1.54070  0.000
H  -5.16127  -0.24875  2.31934  0.000
H  -5.76489  -2.96978  2.68888  0.000
H  -3.59125  -2.18413  1.97788  0.000

Forces on the atoms, in the same order (eV/Å):
Cu 0.90 1.38 -2.15
C 0.44 1.44 0.94
C -1.45 0.68 1.28
O -0.58 -0.90 0.54
H 0.01 -0.46 -0.68
H 0.63 0.02 -0.32
H -0.30 0.45 0.34
H -0.29 -0.21 -0.48
H 0.39 -0.55 -0.25
C 0.18 -0.91 -1.59
C -1.98 -0.85 0.42
O 1.19 -0.57 1.46
H 0.03 0.31 0.95
H 0.14 0.11 -0.72
H 0.38 0.09 0.83
H 0.68 0.80 0.30
H 0.10 -0.46 -0.15
C -2.21 0.92 -2.83
C -0.22 -0.22 0.35
O 0.29 0.82 0.77
O 2.33 0.02 -0.12
H 0.13 -0.49 0.39
H 0.11 -0.37 1.66
H 0.15 -0.46 -0.02
H 0.31 0.16 0.22
H -0.45 0.23 -0.73
H -1.06 -0.61 0.17
C -2.87 -0.41 0.52
C 2.45 1.56 0.53
O -0.98 0.16 1.38
O 0.68 -2.34 -0.05
H 0.11 1.32 -0.99
H -0.04 -0.37 0.01
H -0.15 0.39 -0.78
H 0.62 -0.81 0.27
H 0.15 -0.02 -0.38
H 0.14 0.53 -0.21
C 2.14 -1.77 1.14
C -0.87 1.48 -0.50
O -0.64 -0.44 -0.13
O -0.63 1.11 -0.07
H -0.29 0.32 0.20
H 0.22 -0.14 -0.04
H -0.37 -0.29 -0.44
H -0.59 -0.56 0.04
H 1.00 0.29 -0.49
H 0.01 -0.16 -0.12
C 0.89 -0.53 -0.80
C 0.29 2.00 0.61
O -0.21 -0.98 -0.71
O -0.13 0.54 0.06
H -0.26 0.33 0.43
H 0.45 0.35 0.71
H 0.36 -0.27 -0.13
H -0.16 -0.73 0.19
H -0.22 -0.35 0.61
H -1.20 -0.71 -1.28
C 0.48 -2.36 0.82
C -1.57 0.93 -1.46
O 1.27 -0.26 0.78
O -0.26 0.93 0.60
H 0.24 0.06 -0.39
H -0.26 0.41 -0.17
H -0.01 0.86 -0.43
H -0.03 0.54 0.88
H 0.42 -0.83 0.12
H -0.04 -0.22 -0.85
C -0.36 0.04 0.84
C 0.26 -1.11 -1.37
O 0.28 0.21 0.77
O -0.21 0.53 -0.30
H 0.53 0.16 0.02
H -0.53 -0.12 0.26
H 0.04 0.24 -0.13
H -0.11 0.03 0.23
H 0.03 0.15 -0.57
H 0.14 -0.04 0.22

HOMO-LUMO gap (alpha / beta) in eV: 7.891 / 6.974
Strongest force on any atom in eV Å⁻¹: 3.71
Energy relative to the best compared isomer or geometry (same formula, charge and spin) in kcal per mole: 0.00
Electronic energy in a.u.: -3330.78910
Multiplicity: 2

---

(2)
ORCA calculation (the ωB97M-V functional and the def2-TZVPD basis) on 3 unconnected molecules or ions with the total composition C16H47BN8O4P3S.

Last column: Löwdin charge in e.
Atoms and positions in Å:
C  0.00839  -0.45094  0.44248  -0.073
C  -0.92038  -1.77792  0.73073  -0.196
O  -1.82492  -1.98662  -0.44518  -0.117
B  -3.18711  -2.33293  0.08552  -0.475
O  -3.49772  -3.77950  0.29345  0.045
P  -4.48055  -0.91443  0.44491  1.076
C  -3.70566  0.71558  -0.28819  -0.316
N  -3.56562  1.67779  0.89961  -0.074
N  -5.90651  -1.29003  -0.55695  -0.127
C  -6.99373  -1.08234  0.29912  -0.619
S  -8.58979  -1.24416  0.93687  0.739
H  -0.57706  0.57791  0.58875  0.079
H  0.36339  -0.51952  -0.68561  0.092
H  0.94906  -0.41327  1.14749  0.083
H  -1.54000  -1.59456  1.71430  0.126
H  -0.20116  -2.71285  0.81743  0.155
H  -2.85595  -4.26577  -0.33307  0.148
H  -4.74046  -0.78114  1.85586  0.071
H  -2.62178  0.53511  -0.70703  0.102
H  -4.40071  1.19991  -1.12068  0.129
H  -3.28610  1.04396  1.69455  0.036
H  -2.81768  2.38458  0.69448  0.089
O  1.61323  -0.89343  -3.27202  -0.326
P  1.75996  -1.76951  -4.54029  0.751
N  3.26728  -1.09013  -4.90820  -0.364
C  3.62615  -0.21607  -6.00154  -0.130
C  4.36758  -1.32014  -3.97789  -0.130
N  0.51709  -0.92747  -5.38965  -0.320
C  0.65439  -0.25679  -6.67556  -0.141
C  -0.48021  -0.19976  -4.59528  -0.151
N  1.92864  -2.77663  -5.99825  -0.269
C  0.82824  -3.76877  -6.03369  -0.148
C  3.16404  -3.55706  -6.17755  -0.122
H  3.27607  -0.59944  -6.96343  0.064
H  4.71191  -0.12654  -6.13190  0.084
H  3.23687  0.79207  -5.84563  0.078
H  4.75521  -2.33326  -4.09661  0.062
H  4.04873  -1.20632  -2.93796  0.065
H  5.20534  -0.62721  -4.11983  0.083
H  1.12725  0.72417  -6.57522  0.075
H  -0.32938  -0.09611  -7.13844  0.080
H  1.20424  -0.84963  -7.40976  0.070
H  -0.08038  0.75061  -4.22673  0.081
H  -0.81177  -0.80200  -3.74235  0.060
H  -1.38527  0.01372  -5.17661  0.076
H  0.90792  -4.46911  -5.19226  0.078
H  0.83808  -4.33810  -6.96894  0.084
H  -0.15396  -3.29229  -5.97346  0.072
H  3.38360  -4.16934  -5.29738  0.088
H  4.02957  -2.92472  -6.39103  0.078
H  3.08557  -4.21808  -7.04991  0.089
O  0.29913  0.04805  4.12603  -0.336
P  0.37716  1.14107  5.22000  0.757
N  -1.13853  1.76352  4.79084  -0.362
C  -1.45685  3.02729  4.16658  -0.134
C  -2.30742  0.91078  4.97945  -0.140
N  1.61972  2.01445  4.40241  -0.317
C  1.56122  3.40902  3.98532  -0.139
C  2.44948  1.28046  3.43910  -0.137
N  0.46686  2.39758  6.47759  -0.267
C  1.65422  2.14923  7.32905  -0.140
C  -0.66105  2.54158  7.41273  -0.122
H  -0.96808  3.86611  4.66882  0.068
H  -2.52524  3.27015  4.22518  0.082
H  -1.18520  3.02514  3.10903  0.065
H  -2.58105  0.87547  6.03523  0.066
H  -2.11722  -0.11496  4.65121  0.058
H  -3.18685  1.25366  4.42162  0.068
H  0.98864  3.53469  3.06212  0.071
H  2.57005  3.80212  3.79660  0.084
H  1.15464  4.06827  4.75533  0.070
H  1.92257  1.13136  2.49093  0.059
H  2.74124  0.30455  3.84234  0.076
H  3.38842  1.80637  3.22826  0.083
H  1.54978  1.20392  7.87704  0.083
H  1.80175  2.96045  8.04953  0.086
H  2.57379  2.08877  6.74073  0.076
H  -0.91657  1.58731  7.88377  0.089
H  -1.55429  2.94582  6.92974  0.076
H  -0.42431  3.26630  8.20194  0.091

Forces on the atoms, in the same order (eV/Å):
C -0.10 0.03 -0.55
C 1.61 1.08 0.48
O -3.47 -0.40 2.45
B 3.81 -4.30 -0.84
O 1.48 3.85 -2.16
P -0.17 1.19 -2.28
C 0.73 1.36 -0.02
N 0.22 -1.61 -0.31
N -4.02 1.91 6.63
C -1.22 -2.54 -2.89
S 6.26 0.95 -2.16
H 1.09 -2.32 -0.25
H -0.64 0.15 2.33
H -2.02 -0.27 -1.33
H 1.21 -0.61 -1.65
H -1.78 1.87 -0.01
H -1.14 0.91 1.57
H 0.00 0.09 -0.83
H -2.34 -0.43 0.44
H 1.30 -1.40 1.81
H 0.20 1.66 -0.81
H -0.84 -1.14 0.45
O -0.75 -4.17 1.70
P 0.76 7.81 -3.76
N 2.45 0.09 0.04
C -0.22 -0.23 -0.58
C -0.29 -0.04 0.51
N -1.18 0.09 0.04
C -0.22 -0.57 -0.69
C 0.09 -0.37 0.33
N -0.83 -2.75 2.38
C -0.75 -0.26 -0.40
C 0.75 0.15 -0.22
H -0.17 0.13 0.01
H -0.17 -0.17 0.35
H -0.04 0.15 -0.18
H 0.31 -0.21 0.08
H -0.06 -0.01 -0.04
H -0.34 -0.08 -0.17
H 0.02 0.03 0.02
H 0.04 -0.03 0.27
H 0.10 0.07 0.31
H -0.04 0.04 0.12
H 0.24 0.22 -0.06
H 0.29 -0.10 -0.26
H 0.03 -0.15 -0.28
H 0.18 0.10 0.13
H 0.29 0.17 0.05
H 0.08 -0.11 -0.17
H -0.26 0.15 0.30
H -0.37 0.08 0.26
O 0.73 -2.39 3.63
P -0.53 5.12 -6.82
N -2.78 0.26 0.03
C 0.26 0.43 0.42
C 0.39 -0.41 -0.08
N 0.97 -0.14 -0.21
C 0.38 0.54 0.71
C 0.01 -0.45 0.35
N 0.70 -2.95 2.12
C 0.88 0.24 0.26
C -0.72 0.30 0.00
H 0.15 -0.02 -0.19
H 0.11 -0.36 0.10
H 0.10 0.22 -0.19
H -0.33 -0.12 0.17
H 0.13 -0.06 0.04
H 0.25 0.21 0.07
H -0.03 -0.01 -0.07
H -0.10 -0.28 -0.01
H -0.14 -0.27 -0.10
H 0.03 -0.07 -0.06
H -0.25 0.17 -0.21
H -0.28 0.22 0.18
H 0.02 0.27 0.18
H -0.22 -0.10 -0.11
H -0.32 0.00 -0.13
H -0.04 0.16 0.16
H 0.20 -0.27 -0.22
H 0.32 -0.28 -0.17

HOMO-LUMO gap in eV: 4.388
Strongest force on any atom in eV Å⁻¹: 8.70
Net charge: +1
Electronic energy in a.u.: -2823.39049

---

(3)
ORCA calculation (the ωB97M-V functional and the def2-TZVPD basis) on a molecular structure, C16H47CdO16.

Last column: Löwdin charge in e.
Atoms and positions in Å:
Cd  1.18749  -3.11638  3.46107  1.541
C  0.08346  -0.68278  -0.32811  -0.055
C  -0.11301  -0.74282  1.21476  -0.368
O  0.25698  -1.90265  1.93091  -0.456
H  -0.52226  0.09976  -0.78510  0.063
H  -0.36468  -1.53697  -0.83569  0.056
H  1.11592  -0.64979  -0.67599  0.056
H  -1.15957  -0.55011  1.45071  0.093
H  0.33461  0.14083  1.66964  0.077
C  3.45301  1.59837  1.92579  -0.161
C  3.08406  2.81728  2.62615  -0.105
O  1.86330  3.16484  1.97012  0.103
C  1.84288  2.61119  0.79609  -0.601
O  1.04971  2.71919  -0.10436  0.134
O  2.86245  1.74635  0.66485  0.073
H  2.99382  0.78399  2.48618  0.125
H  4.52747  1.45120  1.81633  0.150
H  3.79030  3.64141  2.52534  0.151
H  2.78668  2.59864  3.65175  0.136
C  -1.30552  2.82966  -3.09284  -0.127
C  -0.62792  2.77535  -4.39346  -0.122
O  -1.67143  3.10954  -5.32160  0.096
C  -2.62677  3.77459  -4.71506  -0.535
O  -3.64323  4.37721  -5.15199  0.100
O  -2.45675  3.62781  -3.39485  0.068
H  -0.76012  3.41919  -2.35589  0.128
H  -1.48241  1.83403  -2.68601  0.117
H  -0.46587  1.71445  -4.58409  0.118
H  0.31044  3.32776  -4.44250  0.140
O  0.28276  -4.55969  -0.26180  -0.055
H  0.11849  -3.76058  0.23888  -0.032
H  0.08082  -4.32170  -1.16668  0.041
O  0.10809  0.83155  4.54092  -0.029
H  -0.36736  1.31865  3.86794  0.044
H  0.35392  1.49318  5.18747  0.076
O  0.75275  -1.76068  5.02405  -0.123
H  0.68052  -0.88773  4.63809  -0.003
H  0.43860  -1.65291  5.92179  0.091
O  -2.34230  -3.54284  1.48792  -0.043
H  -1.87187  -4.34816  1.70328  0.021
H  -1.73583  -2.84051  1.72276  -0.028
O  -1.70747  2.80736  1.19487  -0.026
H  -1.07806  2.29859  0.68377  0.009
H  -1.37597  3.70462  1.15941  0.060
C  -3.84543  -0.29749  3.09099  -0.081
C  -3.37684  0.94780  3.87305  -0.298
O  -3.73887  2.10625  3.13025  -0.068
H  -3.41096  -1.20818  3.50331  0.059
H  -3.59642  -0.24224  2.03125  0.060
H  -4.91496  -0.43843  3.24693  0.078
H  -2.30015  0.90501  4.03738  0.069
H  -3.92685  0.86940  4.81084  0.111
H  -2.95809  2.31106  2.61059  0.019
C  -3.34545  -0.75127  -1.78906  -0.078
C  -4.69689  -1.51318  -1.73597  -0.302
O  -5.70200  -0.54671  -1.47290  -0.072
H  -3.27364  -0.15810  -2.70070  0.069
H  -2.49233  -1.42269  -1.88640  0.050
H  -3.23074  -0.19991  -0.85581  0.064
H  -4.70098  -2.25292  -0.93542  0.102
H  -4.91462  -2.13857  -2.60174  0.107
H  -6.20167  -0.82803  -0.70297  0.081
C  1.87136  0.27273  -3.36920  -0.088
C  2.85609  -0.72380  -3.97598  -0.314
O  4.09418  -0.10900  -3.82319  -0.070
H  2.09906  0.67093  -2.38042  0.060
H  0.86908  -0.15414  -3.33273  0.069
H  1.73578  1.23375  -3.86533  0.064
H  2.55717  -0.75084  -5.02385  0.115
H  2.86652  -1.73883  -3.57887  0.098
H  4.70850  -0.51348  -4.44012  0.090
C  4.14644  -1.80195  0.12733  -0.069
C  4.52092  -2.87971  -0.95896  -0.317
O  4.67210  -4.10926  -0.33593  -0.075
H  4.94213  -1.86962  0.86923  0.067
H  3.17068  -1.94530  0.59149  0.040
H  4.13337  -0.86621  -0.43152  0.066
H  5.45322  -2.56739  -1.42947  0.114
H  3.76843  -3.03319  -1.73246  0.102
H  5.48176  -4.01677  0.17150  0.082

Forces on the atoms, in the same order (eV/Å):
Cd -0.85 1.46 -2.22
C -0.25 -1.07 0.44
C 0.19 1.16 -0.36
O 0.39 -2.16 0.73
H 0.32 0.59 0.40
H 0.01 -0.52 0.36
H 0.00 0.33 0.29
H -0.50 -0.38 -0.19
H 0.63 0.22 -0.06
C 1.24 -1.55 0.02
C -0.51 1.49 1.34
O -0.84 1.37 0.94
C -0.59 -1.42 -2.81
O -0.12 0.65 0.98
O 0.36 -0.41 -0.46
H 0.09 -0.61 -0.39
H -0.13 -0.13 0.03
H -0.09 0.03 0.19
H 0.51 0.44 0.12
C -0.23 1.62 1.47
C 0.21 -2.08 -1.07
O 1.20 0.57 -1.78
C -4.87 2.02 0.04
O 4.46 -2.39 0.85
O -0.46 -0.17 1.36
H 0.15 -0.29 0.12
H -0.79 0.15 0.02
H 0.70 0.20 -0.41
H -0.39 0.40 -0.59
O 0.24 -0.30 0.36
H -0.15 0.49 0.06
H -0.08 -0.03 -0.27
O 0.51 -0.40 0.09
H -0.27 0.09 -0.43
H 0.07 0.22 0.31
O 0.39 -0.72 0.62
H -0.45 1.51 -0.64
H -0.14 -0.39 0.50
O -0.29 -0.01 0.11
H 0.00 -0.38 -0.19
H 0.34 0.42 0.03
O -0.20 -0.31 0.48
H 0.29 -0.03 -0.33
H 0.08 0.31 -0.08
C 0.27 -0.17 0.56
C -1.02 -0.92 -1.27
O 0.21 -0.22 1.04
H 0.29 -0.15 0.04
H -0.13 0.07 -0.01
H -0.07 0.25 -0.42
H 0.00 0.04 0.26
H 0.31 0.69 0.26
H -0.04 0.37 -0.58
C -0.36 -1.18 -0.43
C 0.73 0.15 0.74
O -0.25 -0.08 -0.25
H -0.33 0.54 0.31
H -0.04 -0.41 0.20
H -0.03 0.35 -0.27
H 0.35 0.05 0.35
H 0.02 0.52 -0.54
H -0.08 0.06 -0.09
C -1.04 0.01 0.84
C -1.07 1.58 -0.32
O 1.35 0.05 -0.08
H 0.38 -0.75 0.42
H -0.13 -0.17 0.13
H 0.52 -0.34 -0.98
H 0.20 -0.46 -0.29
H -0.40 0.02 0.33
H 0.25 0.05 0.00
C 0.26 -0.64 -1.83
C -0.84 1.15 0.78
O 0.43 -1.08 0.49
H -0.03 0.46 0.12
H -0.05 -0.26 -0.08
H 0.12 0.43 0.52
H 0.02 0.13 -0.20
H -0.10 0.37 0.08
H 0.12 -0.49 0.19

HOMO-LUMO gap in eV: 4.220
Strongest force on any atom in eV Å⁻¹: 5.27
Net charge: +1
Electronic energy in a.u.: -2008.96226